A molecular structure, C25H17N8O4Re at a distorted geometry, computed with wB97M-V/def2-TZVPD.

- total charge = +1
- electronic energy (a.u.) = -1780.03844
- spin multiplicity = 2
- largest force on an atom (eV/A) = 1.2

Each line ends with the natural charge from an NBO analysis.
Geometry (Å):
Re -0.623756 -0.282468 -0.536271  1.37
O -4.457304 -0.370444 1.037229  -0.51
C -3.431045 -0.071902 0.509461  0.81
N -2.534136 -0.871820 -0.238878  -0.73
C -2.889652 -2.180931 -0.591190  0.65
O -3.967826 -2.691095 -0.487943  -0.48
C -1.719695 -2.973809 -1.154280  0.13
C -1.893820 -4.294109 -1.508329  -0.19
C -0.805753 -4.993402 -2.007091  -0.12
C 0.415069 -4.349535 -2.135482  -0.23
C 0.514839 -3.024475 -1.757372  0.09
N -0.535811 -2.348791 -1.277271  -0.50
C -2.704261 2.036797 1.679529  0.44
C -3.340050 2.511445 2.804843  -0.25
C -2.572180 3.385564 3.561113  -0.10
C -1.263853 3.746514 3.210289  -0.27
C -0.675658 3.215788 2.083578  0.10
N -1.430648 2.370331 1.374966  -0.30
H -2.871765 -4.736791 -1.383191  0.27
H -0.909493 -6.031694 -2.292433  0.24
H 1.283849 -4.862123 -2.522935  0.24
H 1.441415 -2.474021 -1.841353  0.21
H -4.349275 2.226553 3.057841  0.27
H -3.002582 3.810547 4.458530  0.24
H -0.703496 4.435832 3.823245  0.25
H 0.323823 3.410620 1.726984  0.27
O 0.303569 -0.837764 1.048646  -0.69
C 1.587263 -0.871494 1.450652  0.42
C 1.812464 -1.275108 2.768073  -0.26
C 3.093909 -1.355912 3.267700  -0.16
C 4.187193 -1.022782 2.468180  -0.24
C 3.965554 -0.619608 1.170627  -0.15
C 2.672609 -0.541710 0.636380  -0.22
C 2.475359 -0.132497 -0.752074  0.41
N 1.314610 0.054697 -1.364137  -0.53
C 1.589023 0.429288 -2.669155  -0.08
C 2.929072 0.466053 -2.843199  -0.06
N 3.471210 0.109976 -1.629062  -0.49
H 0.951983 -1.523541 3.374777  0.23
H 3.247423 -1.674310 4.290340  0.23
H 5.193260 -1.078422 2.858016  0.23
H 4.823249 -0.359429 0.562391  0.20
H 0.803894 0.643500 -3.373282  0.24
H 3.535271 0.706870 -3.697318  0.24
H 4.451822 0.066754 -1.414933  0.44
N 0.002290 3.407816 -2.516976  -0.80
C 0.002010 2.724781 -1.354347  0.70
O 0.830134 2.894829 -0.474855  -0.65
C -1.091800 1.699684 -1.175884  -0.49
C -1.458538 1.425020 0.214026  0.22
N -2.873727 1.221181 0.580195  -0.46
C -2.135037 1.690318 -2.178814  0.25
N -2.933656 1.711640 -3.007598  -0.28
H -0.743783 3.322467 -3.186928  0.42
H 0.696431 4.125117 -2.645031  0.42

Cartesian forces, eV/Å:
-1.053 0.044 -0.586
0.060 -0.010 0.030
-0.010 -0.096 -0.043
0.049 -0.001 -0.029
0.030 -0.022 0.070
-0.034 0.024 -0.023
0.020 0.171 0.012
-0.032 -0.017 -0.012
-0.023 -0.042 -0.003
0.048 0.021 -0.019
-0.135 -0.018 0.015
0.230 -0.106 0.067
-0.030 -0.063 0.036
0.038 -0.009 -0.062
-0.018 0.045 0.075
0.000 -0.021 -0.021
-0.028 -0.038 0.005
0.109 -0.055 -0.149
0.007 -0.012 -0.007
0.003 0.005 -0.002
-0.008 -0.006 0.004
0.020 -0.012 0.015
0.001 0.000 -0.001
0.004 -0.004 -0.005
-0.010 -0.001 0.006
0.005 0.006 -0.008
0.646 0.052 0.440
-0.464 -0.047 0.114
0.047 -0.020 0.033
0.034 0.010 0.022
-0.080 -0.014 -0.001
0.025 -0.020 0.019
0.141 0.097 -0.227
-0.014 0.014 0.159
0.202 0.076 -0.234
-0.068 -0.062 0.097
0.077 -0.019 0.059
-0.025 0.035 -0.047
0.010 -0.005 0.000
0.008 0.000 -0.005
0.000 0.005 0.002
-0.008 0.015 0.000
0.001 -0.002 -0.005
-0.008 0.002 0.002
0.017 -0.013 -0.022
-0.005 -0.040 0.024
0.028 -0.046 -0.124
-0.024 0.028 0.054
0.161 0.104 -0.128
0.162 -0.193 0.317
-0.109 0.124 -0.066
-0.046 0.230 0.183
0.063 -0.121 -0.049
-0.010 0.017 0.005
-0.004 0.010 0.015